The following is a DFT calculation (wB97M-V/def2-TZVPD) of C38H67CoGeN5O5Si4Te as an isolated structure.

Positions of all 122 atoms, in Å:
Te1 0.569 -2.226 -0.640
Ge1 -0.328 1.879 2.736
Co1 -1.297 -0.661 0.373
Si1 1.499 -2.195 -2.952
Si2 2.049 -0.119 -3.894
Si3 0.289 -3.605 -4.383
Si4 3.538 -3.273 -2.415
O1 0.277 0.441 1.635
O2 -2.566 1.298 0.876
O3 -3.902 3.340 -3.163
O4 1.955 -2.087 4.544
O5 -1.188 -0.258 -3.074
N1 0.121 -1.624 2.653
N2 -2.949 -1.830 0.243
N3 -1.037 -1.705 1.921
N4 -1.796 0.585 -1.048
N5 -2.500 1.582 -3.065
C1 -3.867 -1.891 -0.713
C2 -3.367 2.750 4.631
C3 2.704 -1.210 3.850
C4 -2.197 3.914 -0.698
C5 2.749 3.746 6.168
C6 -4.512 2.964 -0.380
C7 -0.777 3.769 -1.220
C8 3.064 0.386 2.062
C9 -1.662 0.996 3.849
C10 -2.972 3.834 3.639
C11 -2.493 1.484 -0.356
C12 -1.878 -2.651 2.176
C13 0.159 -5.318 -3.614
C14 -5.473 1.800 -0.570
C15 4.613 -2.083 -1.427
C16 2.309 4.475 4.906
C17 2.202 -0.452 2.779
C18 1.169 -3.765 -6.045
C19 4.858 -0.190 3.530
C20 0.810 -0.563 2.345
C21 3.572 -0.381 -4.978
C22 -1.459 -3.000 -4.713
C23 -3.239 2.582 -2.493
C24 -1.764 0.576 -2.415
C25 -2.970 -2.768 1.217
C26 3.233 -4.810 -1.372
C27 4.516 -3.859 -3.919
C28 -3.124 2.710 -0.985
C29 -2.222 1.819 5.015
C30 -3.914 -3.783 1.258
C31 0.776 0.724 -4.993
C32 4.034 -1.040 4.237
C33 1.172 2.460 3.844
C34 4.388 0.513 2.423
C35 1.022 3.913 4.303
C36 -4.852 -2.867 -0.736
C37 -4.875 -3.827 0.264
C38 2.495 1.074 -2.505
H1 -0.259 -5.261 -2.610
H2 -2.002 -3.738 -5.306
H3 -5.123 0.912 -0.043
H4 -0.192 4.649 -0.953
H5 -2.467 0.600 3.229
H6 -5.580 -2.869 -1.533
H7 1.205 -2.813 -6.573
H8 -5.594 1.556 -1.627
H9 2.673 0.906 1.198
H10 -1.426 2.398 5.490
H11 -1.729 -3.347 2.993
H12 3.384 -1.102 -5.771
H13 2.192 -4.117 -5.931
H14 -3.800 -1.137 -1.486
H15 2.100 2.362 3.275
H16 -6.461 2.047 -0.181
H17 3.103 4.419 4.155
H18 2.671 2.076 -2.899
H19 4.191 -5.240 -1.077
H20 -3.763 3.209 5.541
H21 -2.519 1.507 -4.075
H22 -0.617 2.915 1.660
H23 -0.274 2.896 -0.798
H24 -1.102 0.146 4.252
H25 -2.768 3.406 2.659
H26 2.997 2.706 5.964
H27 5.892 -0.089 3.830
H28 -4.180 2.155 4.206
H29 1.133 -5.798 -3.540
H30 -2.675 4.791 -1.140
H31 0.351 0.048 -5.732
H32 1.684 1.126 -1.779
H33 -5.625 -4.604 0.263
H34 4.040 -1.630 -0.619
H35 1.115 -2.223 4.059
H36 -1.988 -2.839 -3.778
H37 3.859 0.562 -5.444
H38 0.638 -4.475 -6.680
H39 -4.911 3.863 -0.854
H40 -2.084 4.374 3.975
H41 -1.460 -2.055 -5.251
H42 4.398 -1.611 5.077
H43 2.683 -5.566 -1.926
H44 1.959 3.759 6.920
H45 5.462 -2.611 -0.991
H46 4.421 -0.736 -4.399
H47 -3.879 -4.521 2.045
H48 -4.379 3.172 0.682
H49 1.251 1.779 4.693
H50 -0.483 -5.954 -4.225
H51 -0.751 3.675 -2.306
H52 3.389 0.752 -1.973
H53 3.631 4.212 6.605
H54 -2.579 1.128 5.784
H55 2.666 -4.576 -0.475
H56 3.966 -4.615 -4.477
H57 2.165 5.536 5.125
H58 1.280 1.534 -5.523
H59 5.051 1.142 1.849
H60 5.005 -1.285 -2.055
H61 0.721 4.542 3.459
H62 -2.192 4.057 0.385
H63 -0.045 1.139 -4.414
H64 5.448 -4.316 -3.582
H65 0.222 3.997 5.044
H66 4.768 -3.058 -4.608
H67 -3.770 4.565 3.512

## Properties
Lowest unoccupied orbital energy (spin up / spin down) = -1.22 / -1.22 eV
Total charge = 0
E = -7024.06774 hartree
E_HOMO (spin up / spin down) = -6.44 / -6.50 eV
<S²> = 0.783
Gap between HOMO and LUMO (spin up / spin down) = 5.22 / 5.28 eV
ΔE to the lowest compared entry with this formula, charge and spin = 21.24 kcal per mole
2S+1 = 2